C18H15N3O5 | ωB97M-V/def2-TZVPD

Each line ends with the Löwdin charge.
Element x y z (Å)
C1 -3.632 -1.072 2.008  -0.0457
N1 -3.437 -0.764 0.609  -0.0888
C2 -2.553 -1.382 -0.194  -0.4374
O1 -2.380 -1.056 -1.353  0.0929
C3 -1.690 -2.513 0.397  -0.0022
N2 -0.319 -2.063 0.300  0.0517
C4 0.564 -2.504 -0.677  -0.3426
O2 0.383 -3.438 -1.409  0.1525
C5 1.748 -1.607 -0.561  -0.0481
C6 2.925 -1.582 -1.282  0.0371
C7 3.859 -0.605 -0.959  0.0342
C8 3.599 0.303 0.060  -0.1204
C9 2.415 0.281 0.799  0.1003
C10 1.499 -0.692 0.467  -0.0433
C11 0.154 -0.985 1.026  -0.3340
O3 -0.433 -0.450 1.931  0.1312
H1 2.240 0.999 1.585  0.1360
N3 4.594 1.314 0.368  -0.3623
O4 4.325 2.111 1.237  0.0936
O5 5.625 1.292 -0.264  0.0905
H2 4.795 -0.531 -1.492  0.1242
H3 3.105 -2.294 -2.072  0.1292
H4 -1.782 -3.395 -0.242  0.1411
H5 -1.923 -2.760 1.431  0.1196
C12 -4.120 0.381 0.020  -0.0996
C13 -3.173 1.527 -0.249  -0.2077
C14 -2.207 1.881 0.684  -0.0397
C15 -1.328 2.916 0.424  -0.0797
C16 -1.411 3.618 -0.766  -0.0937
C17 -2.378 3.277 -1.696  -0.0824
C18 -3.251 2.234 -1.440  -0.0395
H6 -3.993 1.960 -2.176  0.1136
H7 -2.447 3.818 -2.628  0.1014
H8 -0.724 4.426 -0.969  0.0994
H9 -0.575 3.174 1.154  0.1027
H10 -2.123 1.337 1.613  0.0983
H11 -4.917 0.696 0.697  0.1282
H12 -4.569 0.063 -0.926  0.1279
H13 -4.010 -2.089 2.136  0.0941
H14 -4.367 -0.385 2.421  0.0915
H15 -2.703 -0.953 2.571  0.0760

Results
Gap between HOMO and LUMO   7.74 eV



C4H11N3O | ωB97M-V/def2-TZVPD

Each line ends with the Löwdin charge.
Element x y z (Å)
O1 0.303 -0.934 2.601  0.0510
C1 0.271 -0.569 1.440  -0.4874
N1 1.322 0.123 0.901  0.0698
C2 1.608 0.332 -0.504  -0.2901
N2 3.020 0.031 -0.765  0.0070
C3 -0.933 -0.789 0.562  -0.1714
N3 -1.360 0.449 -0.101  -0.1074
C4 -2.649 0.245 -0.807  -0.1112
H1 2.084 0.165 1.562  0.1365
H2 1.282 1.328 -0.802  0.1070
H3 1.019 -0.366 -1.092  0.1031
H4 3.577 0.437 -0.014  0.0611
H5 3.316 0.596 -1.560  0.0682
H6 -1.698 -1.272 1.174  0.1238
H7 -0.693 -1.494 -0.223  0.1152
H8 -1.582 1.107 0.640  0.1074
H9 -2.725 -0.776 -1.161  0.0733
H10 -3.492 0.500 -0.171  0.0757
H11 -2.669 0.889 -1.679  0.0683

Results
Gap between HOMO and LUMO   10.22 eV